# C6H8S2

One molecule with the formula C6H8S2 at a distorted geometry (wB97M-V/def2-TZVPD, the OMol25 dataset).

Computed properties:
- LUMO energy (eV) = 0.5
- energy (Eh) = -1029.6580

Geometry as XYZ:
```
16
Properties=species:S:1:pos:R:3:forces:R:3
S -2.69677 -0.90417 -0.72684 0.9 0.7 0.4
S 3.26868 -0.76352 -0.11456 -2.4 -0.3 -0.8
C -0.63593 1.24907 -0.04583 -2.5 1.0 -2.7
C 1.78834 0.40367 -0.42172 1.3 1.8 -1.2
C -1.94343 0.44972 0.25354 -2.1 0.4 3.3
C -1.50711 -0.93087 0.80503 -2.1 0.8 -2.6
C 0.31496 0.23955 0.13964 5.5 -6.2 -1.0
C -0.15016 -1.06077 0.37428 2.6 0.9 0.9
H -2.74566 0.96869 0.94495 1.7 -0.8 -1.7
H 2.50794 1.32800 -0.05596 -3.0 -1.4 -1.2
H 2.71446 -1.61442 -1.01313 0.7 -0.3 0.4
H -1.95285 -1.58363 1.53355 -0.2 0.5 0.6
H -0.51442 1.84653 -1.05308 -0.6 -1.8 1.1
H -0.40122 2.07444 0.54118 -0.4 1.5 2.0
H 1.56642 0.39787 -1.62062 1.1 0.5 2.8
H 0.38673 -2.10016 0.45956 -0.6 2.6 -0.3
```
Positions in Å, forces in eV/Å.


# C3H4F2S

One molecule with the formula C3H4F2S at a distorted geometry (wB97M-V/def2-TZVPD, the OMol25 dataset).

Computed properties:
- LUMO energy (eV) = 0.8
- energy (Eh) = -714.5693

Geometry as XYZ:
```
10
Properties=species:S:1:pos:R:3:forces:R:3
S -0.68840 -0.39022 -1.98215 0.6 -0.1 0.1
F 1.83700 0.44609 -0.21897 0.3 0.2 0.6
F -1.14929 0.92689 1.70913 0.0 0.0 0.0
C 0.80432 0.00277 0.57279 1.1 -0.3 -1.0
C -0.37403 0.84158 0.59284 -0.6 0.8 -0.8
C -0.39960 -0.39849 -0.23887 -1.3 -1.2 1.8
H 0.11838 -1.44811 -2.20827 -0.2 0.2 -0.2
H 1.11275 -0.54637 1.46020 0.0 -0.1 -0.3
H -0.31631 1.73161 -0.00925 0.0 0.5 0.3
H -0.94480 -1.16575 0.32255 0.1 0.0 -0.4
```
Positions in Å, forces in eV/Å.


# C3H4N2O

A 2-piece molecular cluster, C3H4N2O overall (wB97M-V/def2-TZVPD, the OMol25 dataset).

Computed properties:
- LUMO energy (eV) = 0.8
- energy (Eh) = -301.2786

Geometry as XYZ:
```
10
Properties=species:S:1:pos:R:3:forces:R:3
O -1.19414 -0.30759 -2.06472 -0.2 0.1 -0.1
N 0.04248 -0.79500 -1.27755 0.1 0.0 0.1
N -1.66911 0.11111 0.31284 0.0 -0.1 -0.5
C 1.96497 0.16078 0.96500 -0.4 0.1 0.4
C -1.09785 -0.22600 -0.74362 -0.2 0.1 0.3
C 0.94198 0.25455 1.59207 0.5 0.0 -0.3
H -2.60269 0.47250 0.13684 0.0 0.0 -0.1
H -0.01183 0.31854 2.07198 0.3 0.0 -0.1
H 0.73925 -0.05845 -1.42839 -0.1 -0.1 0.1
H 2.88695 0.06955 0.43555 -0.1 0.0 0.1
```
Positions in Å, forces in eV/Å.


# C28H49As2F12HfN7

C28H49As2F12HfN7 as an isolated structure at a distorted geometry (wB97M-V/def2-TZVPD, the OMol25 dataset).

Computed properties:
- LUMO energy (eV) = -11.4
- total charge = +2
- energy (Eh) = -7197.0345

Geometry as XYZ:
```
99
Properties=species:S:1:pos:R:3:forces:R:3
Hf 17.63684 -15.99601 20.93029 8.3 -2.1 7.7
As 17.85372 -19.82286 22.45967 -0.3 -5.6 0.5
As 20.60412 -16.00989 23.81834 2.0 -0.3 2.9
F 19.55107 -19.59583 22.73972 -0.7 0.8 -0.4
F 18.01973 -21.49368 22.93456 -0.2 1.3 -0.3
F 19.37477 -15.17370 24.76114 0.4 -0.3 -0.7
F 16.14913 -20.01597 22.11979 0.9 0.9 0.1
F 17.46567 -19.33253 24.07187 0.2 0.7 -0.8
F 20.03362 -17.49259 24.55215 0.3 1.0 -1.0
F 18.17256 -20.24431 20.77969 0.0 0.9 0.9
F 21.83971 -15.77716 25.02545 -1.0 -0.2 -0.7
F 21.01538 -14.47694 23.09984 -0.4 -0.7 -0.3
F 17.73184 -18.07085 21.82790 -1.0 3.2 -1.6
F 21.75136 -16.87676 22.80114 -1.5 0.7 0.1
F 19.28346 -16.22329 22.49817 -1.2 -0.2 -1.6
N 25.77483 -17.99971 21.89156 -0.2 0.1 -0.1
N 20.80246 -18.38925 30.49557 0.1 0.0 -0.1
N 23.53774 -22.98893 24.19169 0.0 0.1 -0.1
N 19.93169 -14.79241 20.38218 -2.2 -0.6 -0.5
N 16.86558 -16.18255 23.38488 -0.6 0.6 -2.6
N 19.65637 -17.54857 20.10770 -2.0 1.2 0.1
N 18.17556 -13.93661 22.34630 -1.6 -1.0 -1.9
C 21.49127 -20.71557 25.97146 0.5 0.3 0.5
C 23.98186 -14.72444 21.06736 -0.4 0.3 -0.8
C 17.61205 -11.46877 24.96122 -0.2 -1.0 0.3
C 25.11123 -17.85911 22.81872 -0.3 -0.2 0.8
C 18.48888 -11.73417 23.71353 0.2 0.6 0.1
C 25.00570 -18.09328 25.34281 0.9 0.3 0.0
C 20.12066 -15.95590 28.04797 0.6 1.1 1.3
C 20.15645 -17.66066 29.88950 -0.6 0.4 -0.3
C 22.76091 -22.15279 24.31739 0.1 0.2 0.4
C 22.89493 -18.86671 19.74429 0.3 0.6 0.1
C 14.50611 -17.43953 27.47036 -0.3 0.7 0.9
C 21.61308 -19.22417 20.52471 -0.4 -0.4 -0.6
C 18.28242 -12.97284 22.95955 0.0 0.3 0.6
C 22.74206 -18.97908 18.24324 0.2 -0.6 -0.4
C 17.65217 -12.74277 25.85992 -0.5 1.2 -0.6
C 21.24984 -15.12140 28.71468 0.6 -0.5 -0.3
C 19.31219 -16.72154 29.11220 0.3 -0.2 -0.5
C 20.50665 -18.30030 20.29414 0.3 0.0 0.1
C 24.28976 -17.68225 24.04808 0.2 -0.2 0.1
C 21.71304 -21.13616 24.52049 0.1 -0.4 -0.7
C 15.15911 -17.49965 26.11939 -0.3 -0.7 -0.2
C 23.40096 -14.55825 19.66118 0.2 -0.1 -0.6
C 26.25074 -17.25160 25.59470 0.5 0.6 0.2
C 16.16377 -16.36495 25.88825 0.1 0.3 -0.6
C 16.52919 -16.25463 24.47890 0.6 -0.6 0.3
C 20.91430 -14.31178 20.03359 -0.4 -0.2 0.0
C 21.27876 -21.89143 26.90059 -0.6 -1.1 -0.1
C 22.12623 -13.67352 19.59560 0.8 0.2 0.3
H 13.66427 -18.11630 27.60833 0.1 -0.2 -0.4
H 18.79457 -16.04668 29.79198 0.0 0.0 0.1
H 18.57274 -17.28029 28.53473 -0.2 -0.3 0.5
H 23.22695 -17.85122 19.96931 0.0 0.0 0.4
H 18.41590 -10.93778 22.96856 0.0 0.1 0.0
H 23.25481 -15.53747 19.19895 -0.5 -0.1 0.2
H 24.39247 -13.78565 21.43787 0.0 0.0 0.0
H 21.05335 -21.68986 27.94689 0.1 0.6 -0.1
H 17.99621 -10.61585 25.51932 0.4 0.0 -0.2
H 23.39072 -18.29314 24.00583 -0.1 0.1 -0.5
H 17.34564 -13.59125 25.24715 0.1 -0.2 0.2
H 25.99507 -16.19518 25.72078 -0.3 0.0 0.0
H 21.96215 -18.32963 17.84117 -0.2 -0.2 0.0
H 20.94403 -14.57728 29.60949 -0.4 -0.2 0.0
H 15.70754 -18.44085 26.04809 0.0 0.0 -0.3
H 26.99924 -17.25096 24.80038 -0.1 -0.4 -0.2
H 22.58792 -20.02682 17.97587 -0.5 0.1 -0.1
H 23.69061 -19.53332 20.07339 -0.1 0.0 0.2
H 19.48456 -15.21133 27.56568 -0.4 -0.4 -0.2
H 23.99808 -16.63339 24.06527 -0.1 0.0 0.1
H 19.52089 -11.74357 24.07375 0.2 -0.2 -0.3
H 22.27273 -12.82463 20.27124 0.0 0.1 0.0
H 20.84964 -21.59889 24.03349 -0.4 0.2 0.4
H 16.60531 -11.14234 24.70079 -0.1 -0.4 -0.2
H 16.95650 -12.61169 26.68655 0.1 -0.2 0.1
H 21.23927 -20.18915 20.16235 -0.1 0.0 -0.1
H 20.47780 -16.69157 27.32967 0.2 0.3 -0.2
H 21.94227 -13.24469 18.60844 0.0 -0.2 -0.1
H 24.78188 -15.45699 20.98136 -0.1 -0.1 0.5
H 22.35426 -20.14222 26.32075 0.2 0.0 -0.2
H 23.16368 -15.03557 21.71816 0.4 -0.3 0.3
H 26.77540 -17.50803 26.51541 -0.1 -0.3 0.0
H 22.08030 -15.76226 29.01540 -0.1 -0.1 0.1
H 24.37328 -17.95669 26.22077 -0.4 0.0 -0.3
H 21.70228 -14.36188 28.07485 -0.2 -0.1 -0.4
H 14.08820 -16.44014 27.61877 0.1 0.0 0.2
H 14.38013 -17.51323 25.35510 0.1 0.1 -0.1
H 18.66237 -12.88965 26.23698 0.0 -0.2 0.0
H 21.68528 -19.37551 21.60221 0.3 0.4 0.1
H 23.66102 -18.73365 17.70995 0.1 0.3 0.3
H 20.43883 -22.48657 26.52706 -0.1 0.0 0.1
H 24.10694 -14.11709 18.95528 0.1 0.3 0.3
H 22.10283 -22.60722 26.90917 0.3 0.3 -0.1
H 25.23454 -19.15884 25.28769 0.1 0.0 0.0
H 15.82687 -15.33880 26.07225 -0.4 -0.2 0.6
H 15.20150 -17.66703 28.27988 0.1 0.2 0.0
H 20.66617 -20.00191 26.01237 -0.2 -0.2 -0.1
H 17.06684 -16.53857 26.47725 0.2 0.2 -0.2
H 21.94221 -20.27770 23.88639 0.1 0.1 0.1
```
Positions in Å, forces in eV/Å.


Let's list orbital gap in order: 8.859 10.334 11.455 2.991 eV.
Let's list HOMO in order: -8.4 -9.5 -10.6 -14.4 eV.
Let's list energy relative to the best compared isomer or geometry (same formula, charge and spin) in order: 83.48 24.21 130.89 0.00 kcal/mol.